Computed, not measured: a 6-piece molecular cluster, C28H63Br2F3NO6 overall at a distorted geometry, with ωB97M-V/def2-TZVPD.

Atoms and positions in Å:
F1 -3.0554 -1.1720 2.3596
C1 -2.9081 -2.2272 1.4620
F2 -1.7522 -2.9963 1.7142
Br1 -2.5602 -1.3616 -0.3080
C2 -4.2205 -3.1097 1.2926
F3 -5.0998 -2.3457 0.4785
Br2 -3.8954 -4.7770 0.2379
C3 -5.0087 -3.3898 2.6343
C4 -4.0912 -3.5727 3.9092
C5 -3.0605 -4.7814 3.8029
C6 -3.6304 -6.1446 4.3829
O1 -2.6347 -7.0510 4.8953
C7 -1.3674 -6.9128 4.2385
C8 -0.7550 -5.4203 4.3406
N1 -1.8526 -4.4371 4.6437
H1 -5.7928 -2.5746 2.7493
H2 -5.6055 -4.3484 2.4916
H3 -4.7921 -3.8344 4.7707
H4 -3.5880 -2.6042 4.2400
H5 -2.6844 -4.9859 2.7616
H6 -4.2199 -6.6680 3.5569
H7 -4.3825 -5.9642 5.2196
H8 -1.4709 -7.1797 3.1358
H9 -0.5903 -7.6373 4.6404
H10 -0.3890 -5.1649 3.2957
H11 0.1058 -5.3528 5.0681
H12 -1.5972 -3.4684 4.4022
H13 -2.1133 -4.5600 5.6326
C9 -4.8921 -2.5850 -3.2821
C10 -4.1397 -1.3429 -3.7296
O2 -3.7259 -1.3888 -5.0847
C11 -4.7581 -1.5142 -6.0542
C12 -5.7604 -0.3731 -6.0257
H14 -4.2776 -3.4777 -3.4311
H15 -5.1536 -2.5102 -2.2236
H16 -5.8162 -2.7268 -3.8443
H17 -3.2314 -1.2479 -3.1308
H18 -4.7277 -0.4385 -3.5438
H19 -5.2599 -2.4818 -5.9481
H20 -4.2651 -1.5284 -7.0292
H21 -6.2894 -0.3160 -5.0725
H22 -6.5042 -0.5024 -6.8145
H23 -5.2542 0.5838 -6.1764
C13 -2.2466 1.4199 -3.9477
C14 -2.2309 1.8872 -5.3931
O3 -2.6467 3.2338 -5.5590
C15 -1.8725 4.2189 -4.8883
C16 -0.4152 4.2415 -5.3146
H24 -3.2476 1.5328 -3.5213
H25 -1.9538 0.3700 -3.8859
H26 -1.5590 1.9954 -3.3248
H27 -2.9284 1.2749 -5.9677
H28 -1.2447 1.7368 -5.8435
H29 -1.9635 4.0961 -3.8035
H30 -2.3265 5.1836 -5.1278
H31 0.0914 3.3007 -5.0916
H32 0.1199 5.0401 -4.7972
H33 -0.3355 4.4084 -6.3917
C17 3.4358 -7.5003 7.7198
C18 3.3863 -7.0370 6.2738
O4 2.9581 -5.6890 6.1219
C19 3.7586 -4.6979 6.7562
C20 5.1954 -4.6725 6.2660
H34 2.4548 -7.3899 8.1904
H35 3.7348 -8.5493 7.7724
H36 4.1479 -6.9214 8.3094
H37 2.6654 -7.6532 5.7312
H38 4.3515 -7.1850 5.7808
H39 3.7155 -4.8175 7.8435
H40 3.2917 -3.7349 6.5335
H41 5.7141 -5.6106 6.4694
H42 5.7491 -3.8701 6.7574
H43 5.2273 -4.5086 5.1860
C21 3.3009 2.8302 -2.5159
C22 3.3188 3.2975 -3.9620
O5 2.9023 4.6433 -4.1285
C23 3.6736 5.6297 -3.4567
C24 5.1316 5.6518 -3.8835
H44 2.2993 2.9424 -2.0911
H45 3.5946 1.7796 -2.4525
H46 3.9869 3.4060 -1.8924
H47 2.6222 2.6851 -4.5387
H48 4.3060 3.1480 -4.4108
H49 3.5811 5.5069 -2.3726
H50 3.2214 6.5950 -3.6964
H51 5.6379 4.7105 -3.6609
H52 5.6670 6.4506 -3.3659
H53 5.2109 5.8188 -4.9606
C25 5.5252 7.2216 -0.4261
C26 4.8666 8.4543 -1.0221
O6 3.4568 8.4789 -0.8566
C27 2.9803 8.4664 0.4809
C28 3.4565 9.6488 1.3070
H54 5.1038 6.3139 -0.8665
H55 6.6015 7.2367 -0.6135
H56 5.3761 7.1606 0.6531
H57 5.0534 8.4667 -2.0981
H58 5.3113 9.3705 -0.6213
H59 3.2388 7.5183 0.9650
H60 1.8896 8.4935 0.4198
H61 4.5431 9.6676 1.4068
H62 3.0284 9.6069 2.3109
H63 3.1548 10.5882 0.8373

Properties
Gap between HOMO and LUMO: 7.6 eV
E_LUMO: -2.945 eV
Molecular weight: 726.62 g mol⁻¹
Charge: +1

Computed, not measured: one molecule with the formula C5H6O, with ωB97M-V/def2-TZVPD.

Atoms and positions in Å:
C1 -1.7177 -0.0034 0.1224
C2 -0.6046 0.7307 0.0160
C3 0.5054 0.2145 -0.7964
O1 0.1522 -0.2889 -1.9887
C4 1.7213 0.0929 -0.2411
C5 1.8992 -0.3105 1.0104
H1 -2.5745 0.3537 0.6775
H2 -1.7919 -1.0029 -0.3034
H3 -0.7924 -0.0855 -2.0749
H4 0.9674 -0.6575 1.4796
H5 -0.4739 1.6482 0.5715
H6 2.8005 -0.2887 1.6129

Properties
Gap between HOMO and LUMO (spin up / spin down): 8.3 / 8.3 eV
E_LUMO (spin up / spin down): 0.066 / 0.066 eV
Molecular weight: 82.10 g mol⁻¹
Energy above the lowest of the compared OMol25 structures with the same formula, charge and spin: 80.91 kcal/mol
SMILES string: C=C=C(O)C=C
Charge: 0

Computed, not measured: one molecule with the formula C4H7NO5 at a distorted geometry, with ωB97M-V/def2-TZVPD.

Atoms and positions in Å:
C1 -0.9236 1.4765 0.2642
C2 -0.1401 1.3723 -0.8941
C3 -0.5651 -1.0583 0.2474
C4 0.6873 -0.2426 -0.5655
N1 2.6471 -0.8287 0.6777
O1 1.5921 0.0996 0.4651
O2 -1.5664 -1.3878 -0.5857
O3 -2.2417 1.4065 0.2335
O4 -0.4602 -1.4791 1.3741
O5 1.0548 -0.8549 -1.5680
H1 -2.1915 -1.9678 -0.1199
H2 -2.6146 1.3700 1.1253
H3 -0.4488 1.5574 1.2363
H4 2.2284 -1.6373 1.1438
H5 2.9456 -1.1158 -0.2556
H6 -0.6942 1.2195 -1.8112
H7 0.6908 2.0703 -0.9675

Properties
Gap between HOMO and LUMO (spin up / spin down): 7.6 / 7.6 eV
E_LUMO (spin up / spin down): -0.949 / -0.951 eV
Molecular weight: 149.10 g mol⁻¹
Energy above the lowest of the compared OMol25 structures with the same formula, charge and spin: 121.50 kcal/mol
Charge: 0